# 1
109
Properties=species:S:1:pos:R:3:lowdin_charge:R:1 method="wB97M-V/def2-TZVPD" max_force_ev_per_a=6.1 e_tot_ev=-60502.8040 spin_multiplicity=1 e_homo_ev=-7.71 charge=0
Cd -0.0501 6.3947 1.9257 0.47
O -0.1427 2.8784 0.2856 -0.15
C 0.9351 2.3628 -0.4622 -0.26
C 2.4604 2.8712 -0.3435 -0.24
O 2.6163 4.1331 0.3313 -0.17
H 0.5311 2.5035 -1.4648 0.13
H 0.9156 1.2895 -0.2735 0.10
H 3.0363 2.7916 -1.2655 0.10
H 2.9700 2.1605 0.3072 0.12
C -3.4871 10.5519 0.3072 -0.04
C -3.7067 9.0619 0.0683 -0.48
C -3.2124 8.4384 -1.1702 -0.23
O -1.8058 8.3471 -1.1606 -0.21
C -1.2482 8.0406 -2.4002 -0.12
N -3.1484 8.4280 1.1960 0.00
H -2.7713 10.8294 -0.4666 0.07
H -3.1338 11.0203 1.2258 0.08
H -4.3709 11.1081 -0.0052 0.07
H -4.7399 8.7636 0.2466 0.14
H -3.7233 8.9644 -1.9766 0.13
H -3.6190 7.4405 -1.3346 0.13
H -0.1739 7.9318 -2.2515 0.09
H -1.4867 8.8644 -3.0729 0.09
H -1.5943 7.0752 -2.7693 0.09
H -3.4734 8.8349 2.0614 0.07
H -3.6433 7.5505 1.2679 0.07
C 1.5218 -2.9059 7.0930 -0.09
C 1.3495 -1.5275 7.7879 -0.36
C 1.5191 -1.6289 9.3790 -0.15
O 0.3658 -2.4367 9.7659 -0.22
C 0.4157 -2.6568 11.2102 -0.09
N 2.3450 -0.6694 7.0462 0.00
H 0.8686 -3.5992 7.6228 0.06
H 2.5062 -3.3700 7.1541 0.07
H 1.3037 -2.8978 6.0250 0.07
H 0.3495 -1.1792 7.5293 0.13
H 1.6290 -0.6510 9.8479 0.12
H 2.3425 -2.3050 9.6092 0.11
H 1.3740 -2.5224 11.7119 0.08
H 0.1246 -3.6773 11.4591 0.08
H -0.4093 -2.0625 11.6031 0.08
H 2.0269 -0.7793 6.0940 0.05
H 3.2787 -1.0544 7.0597 0.06
C 2.6591 -6.6373 -6.0199 -0.06
C 3.5152 -5.4215 -6.5664 -0.42
C 4.9066 -5.4694 -5.8863 -0.18
O 4.8517 -5.5213 -4.4348 -0.22
C 4.5209 -4.2412 -3.7814 -0.07
N 3.6037 -5.6590 -7.9949 0.01
H 1.6894 -6.6652 -6.5169 0.07
H 2.5181 -6.5201 -4.9454 0.06
H 3.2022 -7.5451 -6.2825 0.07
H 2.9578 -4.5014 -6.3903 0.13
H 5.5042 -4.5939 -6.1404 0.11
H 5.4272 -6.3401 -6.2849 0.12
H 5.1306 -3.4674 -4.2480 0.09
H 4.7109 -4.2312 -2.7081 0.08
H 3.4329 -4.1870 -3.7447 0.08
H 2.7627 -5.5436 -8.5422 0.07
H 4.0567 -6.5398 -8.1925 0.07
C -0.2973 -9.7555 2.8529 -0.09
C 0.2126 -9.8409 1.4855 -0.48
C -0.7379 -9.1165 0.5163 -0.16
O -0.8369 -7.7208 0.9930 -0.20
C -1.6036 -6.8510 0.2176 -0.13
N 1.5644 -9.3161 1.4766 0.05
H -1.3341 -10.0919 2.8551 0.09
H -0.3341 -8.7004 3.1239 0.08
H 0.3627 -10.2623 3.5569 0.09
H 0.1805 -10.8969 1.2171 0.14
H -1.7013 -9.6153 0.4106 0.12
H -0.4365 -9.1952 -0.5283 0.11
H -1.7959 -7.2787 -0.7664 0.08
H -1.1677 -5.8534 0.1638 0.09
H -2.6091 -6.7750 0.6316 0.08
H 1.8339 -9.5215 0.5251 0.07
H 1.5143 -8.3093 1.5404 0.07
C -6.5669 -1.8030 -4.5008 -0.06
C -5.4903 -0.8129 -4.0705 -0.39
C -5.5933 0.5620 -4.9295 -0.18
O -5.4392 0.3687 -6.3222 -0.21
C -4.2495 -0.1465 -6.8660 -0.11
N -5.7447 -0.2712 -2.6950 0.01
H -7.5463 -1.4615 -4.1657 0.08
H -6.3398 -2.7747 -4.0624 0.07
H -6.5991 -1.8545 -5.5891 0.07
H -4.4737 -1.1980 -4.1500 0.12
H -4.8540 1.2868 -4.5887 0.10
H -6.4831 1.1323 -4.6626 0.12
H -4.2075 -0.1827 -7.9546 0.08
H -4.0326 -1.1856 -6.6183 0.08
H -3.5459 0.6281 -6.5612 0.09
H -5.3949 -0.9901 -2.0779 0.06
H -5.0779 0.4003 -2.3418 0.06
O -5.7924 3.2268 3.7641 -0.06
H -5.1270 2.8016 3.2231 0.03
H -6.2573 2.5038 4.1851 0.03
O 6.5110 7.8539 3.5315 -0.05
H 5.9258 7.2013 3.1469 0.03
H 6.0597 8.6878 3.4006 0.03
O 1.3641 10.1511 2.6906 -0.09
H 1.1702 10.6630 3.4758 0.03
H 1.5589 10.8054 2.0196 0.03
O 5.9167 9.6793 -1.0144 -0.05
H 5.4119 9.0191 -0.5393 0.03
H 5.3645 10.4610 -0.9984 0.03
O 8.2461 5.2537 -1.1874 -0.05
H 8.7429 4.4357 -1.2065 0.03
H 7.4347 5.0310 -0.7311 0.03

# 2
58
Properties=species:S:1:pos:R:3:mulliken_spin:R:1 method="wB97M-V/def2-TZVPD" max_force_ev_per_a=1.1 e_tot_ev=-57311.6362 spin_multiplicity=5 e_homo_ev="-3.91 / -6.17" s_squared=6.0116 relative_energy_kcal_mol=17.4 charge=-1
Ir 0.5663 1.4919 0.7656 2.73
O 1.6690 4.7764 3.3040 0.02
C 1.3706 3.7012 2.8018 0.02
O 0.5185 3.4706 1.9011 0.06
C 2.1279 2.4550 3.2815 0.01
C 3.1074 2.4948 4.2552 -0.01
C 3.7829 1.3243 4.5833 0.01
C 3.4494 0.1513 3.9166 0.00
C 2.4505 0.1864 2.9608 0.03
N 1.8073 1.3213 2.6471 0.04
C 2.0030 -1.0367 2.1697 -0.02
O 2.3676 -2.1526 2.5159 0.03
O 1.2703 -0.7636 1.1691 0.14
H 3.3219 3.4385 4.7327 0.00
H 4.5534 1.3332 5.3371 0.00
H 3.9280 -0.7935 4.1292 0.00
O -2.9435 3.4927 -0.8972 0.04
C -2.4028 2.4044 -0.9226 0.02
O -1.8060 1.8160 0.0593 0.08
C -2.4313 1.5401 -2.1579 0.03
C -3.1658 1.8611 -3.2898 0.00
C -3.1815 0.9886 -4.3634 0.01
C -2.4498 -0.1888 -4.3052 0.00
C -1.7199 -0.5116 -3.1774 0.00
C -1.7129 0.3489 -2.0857 -0.03
P -0.8799 -0.0388 -0.5133 0.29
C -2.1649 -0.9663 0.3789 -0.09
C -3.5145 -0.7477 0.1097 0.03
C -4.4858 -1.4980 0.7471 -0.01
C -4.1242 -2.4740 1.6614 0.02
C -2.7842 -2.6778 1.9554 0.00
C -1.8082 -1.9210 1.3305 0.02
C 0.1978 -1.3945 -1.2027 -0.01
C 1.2625 -0.9269 -1.9690 0.04
C 2.1139 -1.8032 -2.6109 0.00
C 1.9102 -3.1693 -2.4982 0.01
C 0.8574 -3.6428 -1.7344 0.00
C 0.0104 -2.7627 -1.0812 0.01
H -3.7176 2.7910 -3.3088 0.00
H -3.7637 1.2124 -5.2464 0.00
H -2.4556 -0.8685 -5.1459 0.00
H -1.1707 -1.4406 -3.1388 0.00
H -3.8090 0.0201 -0.5911 0.00
H -5.5297 -1.3168 0.5251 0.00
H -4.8846 -3.0613 2.1584 0.00
H -2.5002 -3.4263 2.6819 0.00
H -0.7678 -2.0573 1.5875 0.00
H 1.4158 0.1434 -2.0520 -0.01
H 2.9396 -1.4254 -3.1978 0.00
H 2.5745 -3.8622 -2.9980 0.00
H 0.6957 -4.7086 -1.6424 0.00
H -0.8022 -3.1429 -0.4806 0.00
C 3.4653 1.7962 -0.2875 0.14
C 2.0376 2.1862 -0.6376 0.27
O 1.7793 2.8935 -1.5776 0.11
H 4.1435 2.0306 -1.1115 -0.01
H 3.5176 0.7400 -0.0293 0.00
H 3.7639 2.3717 0.5887 -0.01

# 3
41
Properties=species:S:1:pos:R:3:lowdin_charge:R:1 method="wB97M-V/def2-TZVPD" max_force_ev_per_a=1.4 e_tot_ev=-40594.6428 spin_multiplicity=1 e_homo_ev=-15.76 relative_energy_kcal_mol=19.1 charge=+2
Pt 0.6685 0.3179 -0.9777 1.19
C -3.8213 3.6274 -1.5023 0.05
C -2.7338 3.8183 -2.4634 -0.27
C -2.6802 4.9480 -3.4004 0.06
O -1.8498 2.8926 -2.5056 0.21
C -0.0495 2.6016 1.1242 -0.32
O -0.6518 3.4224 1.6448 0.31
O 0.5777 1.7631 0.5983 0.04
H -4.6656 3.2060 -2.0667 0.15
H -4.1638 4.5803 -1.1024 0.12
H -3.5541 2.9216 -0.7210 0.11
H -3.3286 4.6899 -4.2499 0.15
H -1.6767 5.1309 -3.7844 0.12
H -3.0989 5.8481 -2.9541 0.12
H -1.1828 3.0487 -3.2032 0.17
C -1.7200 -3.7952 0.4806 -0.10
C -1.3140 -2.9816 1.7032 -0.28
C 0.1851 -2.9963 1.9808 -0.32
S 1.1067 -2.2556 0.6338 1.04
O 0.6109 -0.7702 0.7000 -0.68
C 2.7782 -2.2150 1.2883 -0.34
C 2.9697 -1.4861 2.6124 -0.29
C 4.4487 -1.1883 2.8432 -0.09
H -2.8035 -3.8146 0.3794 0.08
H -1.3780 -4.8279 0.5626 0.09
H -1.3119 -3.3816 -0.4443 0.06
H -1.7949 -3.3842 2.5961 0.12
H -1.6502 -1.9470 1.6142 0.10
H 0.5716 -4.0185 2.0358 0.12
H 0.4513 -2.4622 2.8920 0.10
H 3.3627 -1.7588 0.4849 0.10
H 3.0760 -3.2669 1.3373 0.12
H 2.5891 -2.0973 3.4314 0.11
H 2.3962 -0.5566 2.6024 0.11
H 5.0432 -2.1022 2.8274 0.09
H 4.5948 -0.7147 3.8123 0.09
H 4.8399 -0.5173 2.0774 0.08
O 1.6619 -0.2924 -4.3948 0.25
N 1.3120 -0.0820 -3.3050 -0.48
O 0.7965 1.0382 -2.8736 -0.16
O 1.3886 -0.9425 -2.3141 -0.13

# 4
14
Properties=species:S:1:pos:R:3:lowdin_charge:R:1 method="wB97M-V/def2-TZVPD" max_force_ev_per_a=0.6 e_tot_ev=-7358.2673 spin_multiplicity=1 e_homo_ev=-8.65 relative_energy_kcal_mol=92.0 charge=0
C 2.1594 -0.0535 -0.4389 0.05
C -0.2761 -0.5928 1.5927 -0.10
C -1.2724 0.0749 0.7058 -0.16
C -1.0990 0.4240 -0.5679 -0.10
C 0.0892 0.1571 -1.4512 -0.19
O 1.3420 0.7620 -1.0331 -0.15
H 3.0478 0.5956 -0.3000 0.02
H 0.5763 -0.9931 1.0418 0.03
H -0.8006 -1.3822 2.1351 0.08
H 0.0783 0.1420 2.3243 0.09
H -2.2301 0.2923 1.1786 0.10
H -1.9237 0.8713 -1.1089 0.09
H -0.1184 0.6177 -2.4089 0.11
H 0.3017 -0.9053 -1.5514 0.11

# 5
44
Properties=species:S:1:pos:R:3:mulliken_spin:R:1 method="wB97M-V/def2-TZVPD" max_force_ev_per_a=4.6 e_tot_ev=-58670.0543 spin_multiplicity=4 e_homo_ev="-12.43 / -13.98" s_squared=3.8281 charge=+2
C 5.2216 1.0051 0.1138 0.03
C 6.3150 1.2723 1.1466 0.32
C 6.4866 0.1788 1.9552 0.16
C 5.5348 -0.8664 1.5680 0.09
C 4.7523 -0.4057 0.5264 0.32
H 4.4500 1.7857 0.1296 0.00
H 5.6818 0.9891 -0.8879 0.00
H 6.8762 2.2016 1.1762 0.02
H 7.2148 0.0766 2.7517 0.00
H 5.5551 -1.8575 2.0170 0.00
H 4.0200 -0.9641 -0.0480 0.07
O -6.1155 1.4941 0.4792 0.06
C -5.1551 1.7177 -0.1339 -0.08
Cr -3.4904 2.1326 -0.9851 1.07
C -2.6958 1.5115 0.6118 -0.03
O -2.2209 1.1269 1.6009 0.00
C -3.5633 3.8341 -0.1256 -0.05
O -3.6156 4.8224 0.4880 0.03
C -4.1248 2.6277 -3.0011 0.08
C -4.2996 1.2512 -2.7818 -0.05
C -3.2465 0.4705 -2.2896 0.07
C -1.9682 1.0182 -2.0196 0.00
C -0.9367 0.2411 -1.2887 0.27
C -0.0357 -0.3700 -0.6949 -0.06
C 0.8630 -1.0867 0.0693 0.37
C 0.3835 -2.2469 0.7775 -0.06
C 1.2470 -2.9695 1.6486 0.13
C 0.8186 -4.1054 2.3262 -0.07
C -0.4886 -4.5768 2.1916 0.16
C -1.3760 -3.8772 1.3737 -0.07
C -0.9656 -2.7341 0.6881 0.12
C -1.8166 2.4058 -2.2507 0.02
C -2.8641 3.1929 -2.7460 -0.02
H -4.9603 3.2516 -3.3525 0.00
H -5.2752 0.8023 -2.9716 -0.01
H -3.4111 -0.5908 -2.0955 0.00
H 1.8941 -0.7524 0.1854 0.09
H 2.2652 -2.5971 1.7583 0.02
H 1.5191 -4.6337 2.9637 0.00
H -0.8079 -5.4746 2.7134 0.01
H -2.3972 -4.2367 1.2688 0.00
H -1.6872 -2.1969 0.0676 0.02
H -0.8594 2.8723 -2.0158 -0.01
H -2.7212 4.2604 -2.9079 -0.01

# 6
90
Properties=species:S:1:pos:R:3:lowdin_charge:R:1 method="wB97M-V/def2-TZVPD" max_force_ev_per_a=3.1 e_tot_ev=-86317.3880 spin_multiplicity=1 e_homo_ev=-10.96 relative_energy_kcal_mol=9.0 charge=+1
Zr -15.9877 11.1786 9.3824 1.96
C -18.1715 16.0875 7.8799 -0.01
C -17.4965 15.2001 8.8845 -0.22
C -17.3143 15.4596 10.2282 0.06
C -16.7498 14.3087 10.7652 -0.20
N -16.4809 13.3988 9.7468 -0.02
N -16.9435 13.9898 8.6048 0.02
B -16.6577 13.4736 7.1357 -0.49
N -15.2158 13.1507 7.0340 0.05
N -14.6386 12.4767 8.1237 -0.01
C -13.3397 12.2358 7.7529 -0.22
C -13.1355 12.6730 6.4457 0.06
C -14.2957 13.2935 6.0448 -0.22
C -14.6061 13.9965 4.8021 0.00
C -12.2985 11.7604 8.5891 -0.20
C -12.1540 12.1093 9.9370 -0.01
C -10.9478 11.8706 10.6034 -0.06
C -9.9376 11.2173 9.9777 -0.08
C -10.0915 10.8149 8.6662 -0.08
C -11.2218 11.0920 7.9573 -0.03
N -17.6137 12.1976 6.9457 0.07
N -17.8576 11.4798 8.1073 -0.04
C -19.0253 10.8174 7.9315 -0.22
C -19.4727 10.9938 6.6189 0.06
C -18.5730 11.8410 6.0214 -0.25
C -18.6342 12.3359 4.6458 -0.01
C -19.5111 9.9585 9.0061 -0.23
C -19.6393 8.6210 8.8094 -0.02
C -20.1340 7.8361 9.8511 -0.06
C -20.5868 8.4141 11.0151 -0.07
C -20.5897 9.8243 11.1226 -0.07
C -20.0357 10.6289 10.1086 -0.03
C -16.2103 14.2190 12.1199 -0.24
C -17.0893 14.5179 13.1706 -0.04
C -16.5584 14.7091 14.4597 -0.07
C -15.1827 14.5152 14.6566 -0.05
C -14.3090 14.2078 13.5504 -0.03
C -14.8719 14.1729 12.2961 -0.08
H -17.4274 16.6504 7.3227 0.09
H -18.8014 16.7918 8.3639 0.08
H -18.7322 15.6115 7.0799 0.08
H -17.5940 16.3071 10.7626 0.11
H -16.9401 14.3491 6.3920 0.11
H -12.1761 12.6416 6.0292 0.11
H -13.7369 14.3313 4.3120 0.08
H -15.1742 14.9281 4.9146 0.10
H -15.1964 13.4267 4.1165 0.09
H -13.0107 12.4862 10.4248 0.07
H -10.7951 12.3179 11.5926 0.12
H -9.0640 10.9123 10.4896 0.11
H -9.3182 10.2503 8.1260 0.12
H -11.3788 10.8652 6.9108 0.11
H -20.3883 10.6439 6.3062 0.11
H -19.6515 12.2775 4.2417 0.10
H -18.0795 11.6563 3.9656 0.10
H -18.1334 13.3095 4.5450 0.08
H -19.2493 8.1885 7.9204 0.12
H -20.1221 6.7471 9.8047 0.11
H -21.1355 7.8345 11.7824 0.12
H -20.9689 10.2987 12.0177 0.10
H -19.8994 11.7074 10.1869 0.12
H -18.1309 14.6927 12.9374 0.12
H -17.2405 15.0008 15.2530 0.11
H -14.7969 14.6733 15.6741 0.11
H -13.1908 14.0761 13.6623 0.13
H -14.2921 14.2121 11.3962 0.11
O -11.9720 8.8311 10.0975 -0.24
S -13.3338 8.4160 9.9997 0.68
O -14.0319 7.8638 11.1031 -0.24
N -14.3033 9.5705 9.2127 -0.12
C -14.8988 9.0013 8.1839 -0.48
O -15.8615 9.6835 7.7153 -0.10
C -14.3737 7.6664 7.7538 -0.11
C -14.7920 6.8593 6.7289 0.02
C -14.2064 5.5662 6.6540 -0.07
C -13.2764 5.1630 7.5300 -0.05
C -12.9038 5.9734 8.6482 0.00
C -13.4254 7.2189 8.7227 -0.21
H -15.5499 7.2430 6.0162 0.14
H -14.5104 4.9186 5.8359 0.12
H -12.9197 4.1933 7.2811 0.11
H -12.2555 5.5581 9.4657 0.15
C -17.5832 11.2449 12.9437 -0.09
S -16.3937 10.3469 12.0423 0.51
O -15.8513 9.3091 12.8053 -0.20
O -17.1198 9.9572 10.7721 -0.43
O -15.3228 11.2629 11.4450 -0.44
H -18.4655 10.5736 12.9243 0.09
H -17.9599 12.1020 12.4308 0.05
H -17.1521 11.3894 13.8929 0.07

# 7
55
Properties=species:S:1:pos:R:3:lowdin_charge:R:1 method="wB97M-V/def2-TZVPD" max_force_ev_per_a=0.2 e_tot_ev=-83115.8446 spin_multiplicity=1 e_homo_ev=-7.74 relative_energy_kcal_mol=2.5 charge=0
Tc -0.0970 -1.0804 0.8530 0.77
C 2.8223 1.2596 -0.4723 -0.07
C 2.5937 1.2418 1.0382 -0.36
C 3.7316 0.5022 1.7354 -0.07
C 1.2160 0.7642 1.4567 -0.25
C 1.0248 -0.0664 2.5694 -0.11
C -0.2804 -0.4469 2.9628 -0.15
C -1.4381 0.1886 2.4085 -0.32
C -2.7796 -0.0038 3.0412 -0.02
C -1.2594 0.9036 1.2386 -0.10
C 0.0533 1.0925 0.6936 -0.15
H 3.7827 1.7345 -0.6770 0.09
H 2.0597 1.8253 -1.0029 0.06
H 2.8467 0.2483 -0.8819 0.05
H 2.6118 2.2869 1.3779 0.15
H 3.7134 -0.5587 1.4773 0.06
H 3.6971 0.6035 2.8205 0.08
H 4.6852 0.9105 1.4021 0.09
H 1.8697 -0.4607 3.1124 0.12
H -0.4034 -1.1174 3.8023 0.13
H -2.8730 0.6839 3.8849 0.10
H -2.8938 -1.0199 3.4155 0.09
H -3.5850 0.2027 2.3388 0.09
H -2.1108 1.2925 0.6971 0.12
H 0.1420 1.6400 -0.2331 0.11
S 2.4945 -1.9743 -3.3831 -0.22
Sb 1.0593 -3.1269 -2.1374 0.43
S 1.6670 -2.2046 0.1041 0.02
S -1.1076 -1.6029 -1.2904 0.05
O 2.8198 3.9402 -4.7047 0.12
C 1.4803 4.1087 -4.6651 -0.48
O 0.9915 5.0942 -5.1419 0.12
C 0.6702 3.0325 -4.0121 -0.13
C -0.6924 3.2823 -3.8326 -0.01
C -1.5076 2.3423 -3.2407 -0.10
C -0.9702 1.1238 -2.8089 -0.60
S -2.1197 -0.0324 -2.1357 0.55
C 0.3785 0.8695 -2.9750 -0.14
C 1.1871 1.8172 -3.5873 -0.03
H 3.0754 3.1204 -4.2672 0.09
H -1.0913 4.2277 -4.1734 0.12
H -2.5646 2.5447 -3.1168 0.11
H 0.8120 -0.0687 -2.6589 -0.01
H 2.2274 1.5422 -3.7300 0.11
F -4.0265 -5.4824 2.8831 0.05
C -3.2113 -4.5065 2.4321 -0.29
C -3.7210 -3.5507 1.5767 -0.01
C -2.8704 -2.5576 1.1118 -0.17
C -1.5324 -2.4926 1.4992 -0.33
C -1.0729 -3.4668 2.3896 -0.12
C -1.8959 -4.4892 2.8468 -0.01
H -4.7603 -3.5971 1.2800 0.12
H -3.2717 -1.8160 0.4319 0.08
H -0.0435 -3.4474 2.7290 0.09
H -1.5332 -5.2561 3.5178 0.12

# 8
20
Properties=species:S:1:pos:R:3:lowdin_charge:R:1 method="wB97M-V/def2-TZVPD" max_force_ev_per_a=4.9 e_tot_ev=-9962.1965 spin_multiplicity=1 e_homo_ev=-8.99 relative_energy_kcal_mol=21.4 charge=0
C 1.8804 -0.2736 1.9554 -0.06
C 0.8859 -0.0774 0.9157 -0.35
C -0.4352 0.4074 1.4714 -0.05
C 1.1052 -0.4399 -0.2866 -0.10
C 0.2056 -0.5474 -1.4255 -0.04
C -0.7012 0.3650 -1.6788 -0.29
C -1.9290 0.4239 -2.4921 -0.03
C -0.5831 1.6105 -0.9437 -0.23
N -0.6022 2.6899 -0.5460 0.18
H 1.6446 -1.1687 2.4410 0.08
H 1.8977 0.5430 2.6804 0.10
H 2.8544 -0.4559 1.6305 0.06
H -0.5761 1.4585 1.3997 0.05
H -0.5293 0.0787 2.5515 0.10
H -1.2443 -0.1880 1.0469 0.09
H 2.0879 -0.7817 -0.5704 0.12
H 0.3771 -1.3528 -2.1656 0.13
H -2.5897 -0.1891 -1.8790 0.10
H -1.8353 0.1041 -3.4512 0.05
H -2.3818 1.3960 -2.6026 0.09